Entry from the Open Molecules 2025 dataset: C2H5N3OS in the gas phase (wB97M-V/def2-TZVPD).

As for the energy above the lowest of the compared OMol25 structures with the same formula, charge and spin: 77.0 kcal per mole. The frontier orbital gap is 9.2537 eV. The SMILES is O/N=C\N/C=N\S. For the HOMO energy, the calculation gives -8.60 eV. Its total energy is -716.81808 hartree.

ORCA input file:
```
! wB97M-V def2-TZVPD RIJCOSX def2/J DEFGRID3
* xyz 0 1
O 0.082 2.412 -0.008
N -0.961 1.979 -0.833
C -1.022 0.721 -0.990
N -0.394 -0.338 -0.406
C 0.637 -0.339 0.551
N 1.205 -1.321 1.134
S 0.681 -2.884 0.677
H 0.102 3.345 -0.186
H -1.777 0.480 -1.767
H -0.597 -1.271 -0.744
H 0.975 0.657 0.749
H 1.069 -3.443 1.823
*
```

Entry from the Open Molecules 2025 dataset: a molecular structure, C21H23ClOPTm (wB97M-V/def2-TZVPD).

The expectation value of S² is 2.002. The frontier orbital gap (alpha / beta) is 6.4705 / 6.4651 eV. For the HOMO energy (alpha / beta), the calculation gives -14.39 / -14.39 eV. Its total energy is -2775.45644 hartree.

ORCA input file:
```
! wB97M-V def2-TZVPD RIJCOSX def2/J DEFGRID3
* xyz 2 3
Tm 1.131 -0.103 2.051
Cl 3.492 -0.513 2.499
P 0.017 -0.021 -0.629
C -0.656 1.528 -1.343
C -1.885 1.569 -2.026
C -2.387 2.771 -2.527
C -1.704 3.971 -2.294
C -0.541 3.956 -1.505
C -0.021 2.744 -1.030
C 1.635 -0.255 -1.479
C 2.315 -1.459 -1.228
C 3.648 -1.599 -1.638
C 4.275 -0.568 -2.345
C 3.585 0.612 -2.624
C 2.263 0.770 -2.216
C -0.942 -1.372 -1.401
C -1.563 -2.319 -0.576
C -2.351 -3.335 -1.139
C -2.535 -3.384 -2.536
C -1.904 -2.446 -3.360
C -1.108 -1.444 -2.794
H 1.782 -2.303 -0.738
H 4.145 -2.558 -1.457
H 5.273 -0.730 -2.741
H 4.026 1.379 -3.263
H 1.702 1.655 -2.534
H -2.463 0.664 -2.199
H -3.274 2.743 -3.158
H -2.030 4.899 -2.770
H 0.001 4.887 -1.310
H 0.883 2.731 -0.410
H -1.427 -2.226 0.505
H -2.821 -4.076 -0.486
H -3.162 -4.174 -2.955
H -2.011 -2.492 -4.451
H -0.614 -0.714 -3.438
H -2.376 0.927 1.754
H -2.532 0.217 1.740
C -1.065 0.670 5.907
C 0.054 0.048 5.195
C 1.063 -0.696 5.961
O 0.229 0.184 3.892
H -0.838 0.493 6.979
H -2.057 0.213 5.740
H -1.140 1.769 5.784
H 1.023 -1.782 5.790
H 2.078 -0.308 5.782
H 0.789 -0.522 7.020
*
```

Entry from the Open Molecules 2025 dataset: 3 unconnected molecules or ions with the total composition C20H24ClN3O5 (wB97M-V/def2-TZVPD).

As for the energy above the lowest of the compared OMol25 structures with the same formula, charge and spin: 151.5 kcal per mole. The frontier orbital gap is 8.6657 eV. The SMILES is C[C@@H]1C(=O)NC[C@@H]1CCCCl.O=[N+]([O-])c1ccccc1.O=[N+]([O-])c1ccccc1. For the HOMO energy, the calculation gives -9.41 eV. Its total energy is -1777.00620 hartree.

ORCA input file:
```
! wB97M-V def2-TZVPD RIJCOSX def2/J DEFGRID3
* xyz 0 1
C 3.825 0.106 0.380
C 4.722 1.322 0.491
C 4.707 2.073 1.803
O 4.277 1.693 2.869
N 5.282 3.307 1.569
C 5.753 3.395 0.187
C 4.779 2.463 -0.545
C 3.462 3.228 -0.875
C 2.146 2.830 -0.204
C 1.302 1.799 -0.937
Cl 0.980 2.235 -2.640
H 3.704 -0.204 -0.656
H 4.274 -0.726 0.916
H 2.849 0.268 0.832
H 5.753 0.934 0.470
H 5.841 3.699 2.309
H 5.715 4.417 -0.183
H 6.783 3.035 0.083
H 5.218 2.122 -1.480
H 3.644 4.273 -0.626
H 3.304 3.209 -1.951
H 2.313 2.467 0.812
H 1.529 3.724 -0.104
H 1.752 0.816 -0.960
H 0.328 1.710 -0.466
O 2.778 -2.546 -1.602
N 1.646 -2.125 -1.734
O 1.356 -1.108 -2.336
C 0.547 -2.888 -1.117
C 0.853 -4.028 -0.396
C -0.187 -4.727 0.196
C -1.495 -4.284 0.058
C -1.775 -3.139 -0.675
C -0.748 -2.427 -1.273
H 1.880 -4.349 -0.303
H 0.028 -5.619 0.768
H -2.306 -4.824 0.527
H -2.796 -2.803 -0.785
H -0.935 -1.530 -1.845
O -4.150 -2.296 1.118
N -5.163 -2.318 0.446
O -5.441 -3.200 -0.343
C -6.111 -1.200 0.594
C -5.793 -0.173 1.464
C -6.685 0.879 1.590
C -7.864 0.886 0.856
C -8.160 -0.160 -0.008
C -7.278 -1.219 -0.147
H -4.869 -0.205 2.022
H -6.457 1.695 2.262
H -8.555 1.712 0.958
H -9.080 -0.152 -0.576
H -7.483 -2.044 -0.812
*
```

Entry from the Open Molecules 2025 dataset: 4 unconnected molecules or ions with the total composition C16H35BrNO14P (wB97M-V/def2-TZVPD).

The frontier orbital gap is 9.0050 eV. The SMILES is CO[C@H]([C@H](Br)OCOC[C@@H](C)O)P(N)O.COC(=O)OC.COC(=O)OC.COC(=O)OC. For the HOMO energy, the calculation gives -8.70 eV. Its total energy is -4654.14250 hartree.

ORCA input file:
```
! wB97M-V def2-TZVPD RIJCOSX def2/J DEFGRID3
* xyz 0 1
C 4.527 -2.156 4.228
O 3.550 -1.401 3.539
C 3.892 -1.156 2.194
C 3.329 0.189 1.773
Br 4.456 1.668 2.444
O 2.046 0.311 2.242
C 1.180 1.142 1.489
O -0.124 0.703 1.613
C -0.549 0.463 2.963
C -0.724 -1.025 3.181
C -1.011 -1.351 4.634
O -1.832 -1.454 2.374
P 3.260 -2.600 1.167
N 1.975 -1.819 0.313
O 4.375 -2.611 -0.038
H 4.179 -2.288 5.249
H 5.486 -1.628 4.238
H 4.658 -3.144 3.775
H 4.978 -1.148 2.054
H 3.370 0.286 0.687
H 1.293 2.186 1.809
H 1.428 1.085 0.423
H 0.129 0.908 3.690
H -1.527 0.938 3.082
H 0.180 -1.551 2.861
H -1.956 -0.905 4.945
H -1.060 -2.431 4.770
H -0.214 -0.967 5.275
H -1.535 -2.095 1.736
H 1.312 -1.459 1.000
H 1.466 -2.521 -0.216
H 4.225 -1.920 -0.694
C 1.418 -3.137 -3.428
O 0.267 -3.749 -2.842
C -0.764 -3.894 -3.675
O -0.778 -3.564 -4.832
O -1.761 -4.461 -3.005
C -2.960 -4.650 -3.762
H 2.162 -3.081 -2.638
H 1.803 -3.736 -4.251
H 1.185 -2.132 -3.775
H -2.772 -5.289 -4.623
H -3.360 -3.692 -4.088
H -3.662 -5.131 -3.089
C -1.250 4.477 1.539
O -0.158 4.564 2.458
C -0.157 5.663 3.211
O -0.971 6.546 3.169
O 0.902 5.612 4.016
C 1.032 6.739 4.888
H -1.122 3.540 1.003
H -2.199 4.462 2.071
H -1.236 5.306 0.834
H 0.167 6.817 5.543
H 1.142 7.656 4.314
H 1.927 6.557 5.474
C -2.706 -1.570 -6.474
O -3.787 -0.786 -5.953
C -3.639 0.527 -6.107
O -2.706 1.077 -6.629
O -4.705 1.131 -5.583
C -4.677 2.557 -5.681
H -2.959 -2.604 -6.272
H -2.606 -1.416 -7.547
H -1.773 -1.325 -5.976
H -4.643 2.870 -6.722
H -3.818 2.961 -5.149
H -5.596 2.904 -5.219
*
```

Entry from the Open Molecules 2025 dataset: C5H5NO2 in the gas phase (wB97M-V/def2-TZVPD).

As for the energy above the lowest of the compared OMol25 structures with the same formula, charge and spin: 139.1 kcal per mole. The frontier orbital gap is 8.8652 eV. The SMILES is O=C1C(=O)[C@H]2C[C@@H]1N2. For the HOMO energy, the calculation gives -8.85 eV. Its total energy is -398.55688 hartree.

ORCA input file:
```
! wB97M-V def2-TZVPD RIJCOSX def2/J DEFGRID3
* xyz 0 1
O 1.836 -1.075 -1.539
C 1.004 -0.194 -0.828
C 1.157 -0.333 0.863
O 2.149 -0.305 1.606
C -0.403 -0.175 0.980
C -0.657 1.136 0.230
C -0.436 0.293 -1.039
N -0.738 -1.037 -0.299
H -0.849 -0.144 1.986
H -1.757 1.598 0.428
H -0.055 2.046 0.172
H -0.802 0.142 -1.978
H -0.449 -1.953 -0.583
*
```

Entry from the Open Molecules 2025 dataset: Br3O2P in the gas phase (wB97M-V/def2-TZVPD).

The expectation value of S² is 2.015. As for the energy above the lowest of the compared OMol25 structures with the same formula, charge and spin: 20.9 kcal per mole. The frontier orbital gap (alpha / beta) is 6.4753 / 6.8781 eV. For the HOMO energy (alpha / beta), the calculation gives -7.48 / -10.54 eV. Its total energy is -8213.73872 hartree.

ORCA input file:
```
! wB97M-V def2-TZVPD RIJCOSX def2/J DEFGRID3
* xyz 0 3
O 1.733 -0.696 1.855
O -1.493 1.429 -0.358
P -0.564 0.322 -0.417
Br 0.209 0.009 -2.557
Br -0.940 -1.734 0.242
Br 1.055 0.669 1.234
*
```

Please write out number 3 again, unchanged.
Entry from the Open Molecules 2025 dataset: 3 unconnected molecules or ions with the total composition C20H24ClN3O5 (wB97M-V/def2-TZVPD).

As for the energy above the lowest of the compared OMol25 structures with the same formula, charge and spin: 151.5 kcal per mole. The frontier orbital gap is 8.6657 eV. The SMILES is C[C@@H]1C(=O)NC[C@@H]1CCCCl.O=[N+]([O-])c1ccccc1.O=[N+]([O-])c1ccccc1. For the HOMO energy, the calculation gives -9.41 eV. Its total energy is -1777.00620 hartree.

ORCA input file:
```
! wB97M-V def2-TZVPD RIJCOSX def2/J DEFGRID3
* xyz 0 1
C 3.825 0.106 0.380
C 4.722 1.322 0.491
C 4.707 2.073 1.803
O 4.277 1.693 2.869
N 5.282 3.307 1.569
C 5.753 3.395 0.187
C 4.779 2.463 -0.545
C 3.462 3.228 -0.875
C 2.146 2.830 -0.204
C 1.302 1.799 -0.937
Cl 0.980 2.235 -2.640
H 3.704 -0.204 -0.656
H 4.274 -0.726 0.916
H 2.849 0.268 0.832
H 5.753 0.934 0.470
H 5.841 3.699 2.309
H 5.715 4.417 -0.183
H 6.783 3.035 0.083
H 5.218 2.122 -1.480
H 3.644 4.273 -0.626
H 3.304 3.209 -1.951
H 2.313 2.467 0.812
H 1.529 3.724 -0.104
H 1.752 0.816 -0.960
H 0.328 1.710 -0.466
O 2.778 -2.546 -1.602
N 1.646 -2.125 -1.734
O 1.356 -1.108 -2.336
C 0.547 -2.888 -1.117
C 0.853 -4.028 -0.396
C -0.187 -4.727 0.196
C -1.495 -4.284 0.058
C -1.775 -3.139 -0.675
C -0.748 -2.427 -1.273
H 1.880 -4.349 -0.303
H 0.028 -5.619 0.768
H -2.306 -4.824 0.527
H -2.796 -2.803 -0.785
H -0.935 -1.530 -1.845
O -4.150 -2.296 1.118
N -5.163 -2.318 0.446
O -5.441 -3.200 -0.343
C -6.111 -1.200 0.594
C -5.793 -0.173 1.464
C -6.685 0.879 1.590
C -7.864 0.886 0.856
C -8.160 -0.160 -0.008
C -7.278 -1.219 -0.147
H -4.869 -0.205 2.022
H -6.457 1.695 2.262
H -8.555 1.712 0.958
H -9.080 -0.152 -0.576
H -7.483 -2.044 -0.812
*
```